Here is a 14-piece molecular cluster, C42H98N14O14 overall from the Open Molecules 2025 dataset. Energies are from wB97M-V/def2-TZVPD.

Each line ends with the Mulliken charge.
Atoms and positions in Å:
O  3.5780  -3.7555  -0.0614  -0.71
O  -1.3281  -4.9879  -1.0083  -0.63
O  -1.2641  1.2215  5.9817  -0.72
O  6.0185  1.6033  -0.9823  -0.69
O  1.9697  -2.5430  7.2529  -0.67
O  3.6422  1.0562  -4.1733  -0.59
O  4.6484  0.0312  3.7232  -0.63
O  -4.9688  -2.6402  2.7950  -0.67
O  -3.5289  -1.9325  -7.5962  -0.66
O  -3.2298  3.7951  -3.6797  -0.74
O  4.6353  3.9199  -4.0728  -0.55
O  0.5363  1.9799  -0.9071  -0.54
O  -0.1411  -1.3529  2.4468  -0.43
O  -3.6886  -0.4556  -3.2227  -0.33
N  1.8074  1.4921  -5.3948  0.02
N  -1.9288  2.9221  -2.0532  0.94
N  -0.6491  0.2583  -0.0038  1.61
N  3.2356  5.1526  -2.7862  -0.07
N  -0.4759  3.3266  5.7255  -0.12
N  4.7138  2.0255  4.7800  -0.08
N  5.9592  1.0832  1.2136  0.21
N  0.6947  -0.8958  6.4054  0.12
N  -2.3028  -1.9834  -5.7181  0.34
N  1.8123  -2.6275  0.8101  0.69
N  -1.9614  -2.7018  2.4569  0.11
N  -5.7271  -0.7992  -4.1624  -0.12
N  -2.0528  -3.8628  -2.8495  -0.11
N  -5.8582  -1.2907  1.2033  -0.07
C  -0.9663  2.3085  6.4598  0.69
C  -2.5430  3.7131  -1.0045  -1.10
C  -4.8019  -0.0345  -3.5444  0.40
C  1.6658  -0.1676  -3.6260  1.13
C  2.4114  2.4798  -6.2505  -1.12
C  0.2892  1.2317  0.0413  0.52
C  -2.2629  -0.3902  3.0106  0.57
C  -2.3543  3.0147  -3.3290  0.39
C  -1.2913  -4.7881  -2.2093  0.65
C  5.0438  0.7182  4.6519  0.67
C  -1.3819  -2.9918  -7.7340  -1.25
C  0.9111  1.3421  1.4019  -0.09
C  -2.5038  -2.2675  -7.0248  0.82
C  2.6535  4.0820  -2.0163  -0.22
C  -7.1836  -1.8128  3.1379  -1.25
C  -1.6340  2.1219  -4.3085  -0.29
C  3.8135  -2.9232  2.1635  -0.82
C  -1.3517  -1.5250  2.6224  -0.06
C  1.5938  -0.5847  5.3152  -0.58
C  -1.3228  -3.9700  2.1199  -0.83
C  -1.1045  2.5824  7.9425  -1.29
C  4.1447  4.9942  -3.7861  0.62
C  -1.1287  -2.1858  -4.8976  -0.75
C  5.3985  1.1927  -0.0214  0.09
C  7.3058  1.5483  1.4740  -1.05
C  1.0486  -2.6847  -0.4199  0.15
C  -3.0947  -3.1157  -2.1835  0.41
C  4.0119  0.5670  -0.1245  1.20
C  5.8543  0.1210  5.7805  -1.39
C  3.7996  2.6383  3.8326  -0.43
C  0.9241  -1.9069  7.2740  0.67
C  -0.1757  -2.1799  8.2699  -1.14
C  -4.7357  -1.3385  0.2750  -0.28
C  -0.3522  -5.5607  -3.1125  -1.41
C  2.4705  0.8463  -4.3916  0.15
C  -5.2396  1.3670  -3.1923  -1.25
C  -1.3657  -0.1617  -1.1844  1.35
C  -0.2423  3.2450  4.2947  -0.23
C  -5.8824  -1.9352  2.3858  0.61
C  -5.5923  -2.2223  -4.3805  -0.59
C  4.5395  6.2523  -4.5321  -1.10
C  3.0623  -3.1441  0.8631  0.81
H  -5.1123  -2.7080  -3.5259  0.02
H  -7.6610  -0.8497  2.9352  0.38
H  -3.6228  3.7827  -1.1099  0.37
H  5.4267  0.6868  1.9721  0.07
H  -1.0652  0.3515  -2.0848  -1.26
H  -1.1656  -2.0052  7.8475  0.33
H  -2.3403  3.2350  -0.0444  0.25
H  -0.3175  4.2037  6.1892  0.22
H  -0.3344  3.2732  8.2946  0.41
H  6.8653  -0.0750  5.4246  0.32
H  -0.5146  -3.0668  -5.0861  0.34
H  -4.9975  -2.0123  -0.5401  0.33
H  4.2330  2.6397  2.8334  0.17
H  4.1033  -0.2008  -0.8937  0.16
H  1.0762  -0.0375  4.5311  -0.27
H  2.4257  0.0266  5.6785  0.43
H  -0.2417  -3.8664  2.1790  0.18
H  5.3904  -0.8232  6.0626  0.31
H  1.9947  -1.5170  4.9215  0.28
H  -6.3180  1.5172  -3.1255  0.49
H  0.0156  -2.9417  -0.1619  -0.42
H  0.6053  0.0268  -3.4934  -0.78
H  -1.4297  -2.2185  -3.8522  -0.56
H  2.8771  4.1053  -0.9475  0.16
H  0.2550  -4.8672  -3.7013  0.27
H  -2.9996  -1.3871  -5.2909  -0.08
H  1.4788  2.2495  1.5899  0.54
H  4.2892  7.1792  -4.0130  0.35
H  1.3600  -2.2714  1.6443  -0.20
H  3.6952  3.6887  4.1107  0.39
H  -1.0547  1.6591  8.5076  0.29
H  0.1246  1.3448  2.1621  -0.35
H  4.7864  2.4434  5.6904  0.27
H  -0.3891  -2.5804  -7.5588  0.32
H  -1.7238  1.0601  -4.0784  -0.27
H  2.9304  3.1118  -2.4244  -0.07
H  -0.9081  -6.1617  -3.8344  0.41
H  1.4305  -3.4440  -1.0930  0.58
H  0.3077  -6.1910  -2.5274  0.37
H  -0.5847  2.4243  -4.3167  0.17
H  5.6139  6.1952  -4.6872  0.30
H  8.0221  0.9045  0.9606  0.31
H  -0.4566  -1.3398  -5.0664  0.80
H  3.8152  0.0501  0.8177  -0.55
H  0.7332  2.7858  4.1389  -0.13
H  1.0162  -1.7105  -0.9163  -0.52
H  2.1943  2.2698  -7.3001  0.40
H  4.0407  6.2861  -5.5011  0.24
H  1.4903  0.4449  1.6207  -0.29
H  -1.8918  0.0785  3.9288  -0.28
H  -7.8990  -2.5775  2.8280  0.30
H  -1.6619  -4.7045  2.8493  0.43
H  -6.5519  -2.7003  -4.5491  0.48
H  0.8340  1.2951  -5.5442  0.19
H  -3.0336  -2.0542  -2.4377  -0.59
H  -4.7957  2.1312  -3.8264  0.25
H  -6.6497  -0.7250  0.9531  0.29
H  -1.5899  -4.2942  1.1161  0.22
H  -7.1020  -1.9127  4.2167  0.33
H  2.8164  2.1685  3.8308  -0.15
H  -4.8592  1.5838  -2.1910  0.08
H  2.8474  6.0705  -2.6576  0.24
H  3.4956  2.5009  -6.1643  0.37
H  -1.9652  -3.7674  -3.8462  0.44
H  4.7055  -2.3654  1.8703  0.20
H  5.9000  0.7434  6.6739  0.42
H  -0.0260  -1.5101  9.1177  0.23
H  -4.9406  -2.4337  -5.2302  0.20
H  -2.1098  4.7162  -0.9984  0.31
H  4.1415  -3.8746  2.5719  0.43
H  -2.0619  2.2749  -5.2981  0.35
H  1.5615  4.1245  -2.0872  0.08
H  -2.9034  -3.1677  -1.1114  -0.11
H  7.5010  1.4809  2.5445  0.33
H  -1.1970  -1.2347  -1.3381  -0.26
H  -0.2550  4.2300  3.8336  0.43
H  3.2495  -2.3179  2.8705  -0.11
H  2.0949  -0.3584  -2.6456  -0.55
H  -1.0313  2.6598  3.8259  0.07
H  -4.0987  -3.5046  -2.3624  0.57
H  2.0776  3.4913  -6.0027  0.28
H  -0.6889  -0.3493  0.8014  -0.96
H  -1.6070  -3.0852  -8.7908  0.34
H  1.7412  -1.0923  -4.2095  0.55
H  -6.6493  -0.3986  -4.1650  0.30
H  -2.1682  0.4198  2.2808  -0.15
H  -2.4451  -0.0395  -1.0844  -0.37
H  -1.3386  -4.0140  -7.3365  0.29
H  -3.8439  -1.6295  0.8221  -0.32
H  -2.0419  3.1109  8.1294  0.33
H  7.4422  2.5811  1.1575  0.33
H  -3.2982  -0.6786  3.1679  0.18
H  -0.1119  -3.2192  8.5776  0.34
H  -0.2017  -0.4314  6.4358  0.29
H  -4.5502  -0.3576  -0.1662  0.17
H  3.2312  1.2791  -0.3787  -0.39
H  -2.9365  -2.7691  2.7159  0.26
H  -1.0703  2.4418  -1.8008  -0.43

Values from the calculation:
* spin multiplicity: 1
* energy relative to the best compared isomer or geometry (same formula, charge and spin): 11.5 kcal/mol

Here is a 9-piece molecular cluster, C43H103N5O9 overall from the Open Molecules 2025 dataset. Energies are from wB97M-V/def2-TZVPD.

Each line ends with the Mulliken charge.
Atoms and positions in Å:
O  -0.9973  4.6269  3.0422  -0.67
O  3.2887  1.5686  -6.2860  -0.49
O  -3.1321  -0.4391  -4.1562  -0.42
O  2.2585  5.6646  -1.8722  -0.14
O  -3.6484  2.9420  -5.2463  -0.51
O  0.9490  3.7764  0.9898  -0.54
O  0.4194  -2.6682  7.0097  -0.50
O  -1.1242  -2.3025  -6.9484  -0.37
O  1.5984  -3.7504  -0.4037  -0.28
N  0.9422  -4.9499  -0.7425  0.04
N  -1.8366  0.5680  -6.4152  -0.74
N  4.3023  5.8479  0.1874  -0.66
N  -0.9204  -2.5413  6.8649  0.55
N  0.8597  2.4491  1.2795  2.05
C  1.1847  -5.6462  1.5710  -2.05
C  -1.3752  -6.6657  -1.1619  -0.52
C  -3.8516  -0.6797  -2.0297  -1.06
C  1.3712  -4.8642  -3.1814  -1.91
C  2.1793  2.6288  3.4690  -1.76
C  -3.0415  -3.0889  5.4716  -1.43
C  -0.9299  -4.4275  1.0543  -0.64
C  -0.7246  -3.6172  -2.2474  -1.04
C  -0.5839  -3.6485  -6.8692  -0.33
C  5.1281  6.9553  -1.8765  -1.25
C  2.6540  6.8260  -1.1768  -0.80
C  4.0801  2.5461  -4.3149  -0.85
C  -1.2241  -4.7623  5.9636  -2.08
C  4.2507  1.2879  -5.2151  -0.36
C  1.5770  0.5212  2.6004  -1.27
C  -1.1002  -1.0889  8.8661  -1.90
C  -0.9958  2.1601  -0.3850  -2.26
C  0.4529  1.6876  0.0768  2.38
C  -3.4561  -1.6457  5.7280  -0.57
C  1.3253  -0.4239  1.3739  -0.04
C  -1.4355  -1.2453  7.3361  1.29
C  2.0071  1.9895  2.1614  1.44
C  -0.8144  -2.7388  4.3449  -1.24
C  -3.7735  0.3592  -3.1633  0.44
C  0.1652  -5.4311  0.4486  1.71
C  0.2352  0.9372  -5.2011  -0.85
C  4.0839  6.9498  -0.7139  0.18
C  -0.6805  -0.0246  6.5897  -1.51
C  0.9804  5.6304  -2.3680  -0.66
C  -0.4800  0.0775  -6.2920  0.26
C  3.4255  1.9136  1.4486  -1.94
C  -1.6905  3.4088  3.4249  0.87
C  -1.8510  3.4528  4.9603  -1.35
C  -2.9671  -1.1919  7.1126  -1.29
C  0.2555  0.1316  0.4755  -1.69
C  -2.0696  4.0659  -3.8674  -0.71
C  -3.5372  3.7387  -4.0966  -0.55
C  -0.5805  -6.7569  0.1083  -1.43
C  1.4744  1.8346  -1.0861  -1.10
C  -1.4685  -3.2354  5.6494  1.75
C  -0.4690  -1.4551  -5.9781  -0.35
C  -0.3957  -6.2853  -2.3066  -1.39
C  0.2645  -4.8730  -2.0783  1.75
H  -1.3334  3.2730  -3.9942  0.00
H  -3.3917  -3.6663  6.3283  0.48
H  -1.4373  -5.1119  6.9745  0.39
H  -0.7204  0.0169  0.9475  0.51
H  -1.7584  4.8802  -4.5238  0.58
H  2.3998  3.6976  3.4279  0.38
H  -1.3905  -4.7195  1.9975  0.48
H  4.3339  3.3867  -4.9611  0.33
H  -1.6094  2.1985  0.5162  0.38
H  2.2807  1.1128  -1.2241  0.22
H  -1.4065  -4.3299  -7.0888  0.29
H  -0.1501  0.8102  -4.1886  0.06
H  -3.2194  1.2411  -2.8420  -0.46
H  -3.3513  -3.5283  4.5242  0.39
H  3.5484  1.4058  0.4930  0.24
H  -4.5343  -1.4889  5.6820  0.41
H  -1.9183  -7.6078  -1.2523  0.42
H  -3.7765  -0.6658  -4.8318  0.17
H  -0.8931  -6.1731  -3.2703  0.55
H  -1.9259  4.5053  5.2367  0.38
H  0.8631  -1.3613  1.6847  -0.20
H  0.1490  2.0024  -5.4159  0.52
H  4.9142  7.7484  -2.5946  0.39
H  2.3225  0.0258  3.2221  0.66
H  0.3732  6.1349  -1.6140  0.43
H  -4.7656  0.7291  -3.4241  0.42
H  -4.0838  4.6787  -4.1860  0.37
H  0.2733  -0.4239  -0.4629  0.23
H  -0.3668  -2.6590  -1.8690  -0.23
H  -0.8283  -3.5395  3.6044  0.03
H  3.0740  2.3403  4.0208  0.47
H  1.7241  -4.7141  1.7405  0.40
H  -4.4714  2.4570  -5.3420  0.29
H  -0.9455  3.2404  5.5313  0.25
H  -2.6092  3.3791  2.8383  0.33
H  -0.1407  -4.0674  -5.9655  -0.07
H  0.7883  -5.9216  2.5484  0.37
H  1.0393  -4.9406  -4.2165  0.20
H  4.8880  6.0962  -2.5041  0.19
H  -1.5848  -0.2299  9.3299  0.36
H  -0.3196  4.2329  2.4864  0.29
H  0.8448  6.0769  -3.3540  0.37
H  0.1733  -7.5295  -0.0522  0.34
H  2.0261  -3.9980  -3.0797  0.43
H  0.5384  -1.8162  -5.7669  0.46
H  0.6609  0.7505  3.1454  0.07
H  1.3055  2.5868  4.1196  0.08
H  -2.0205  4.6108  -2.9236  0.29
H  0.2691  -2.6218  4.3818  0.39
H  -3.8612  3.3457  -3.1314  0.29
H  3.0408  2.6991  -4.0257  0.11
H  -1.0415  2.6092  3.0669  -0.58
H  5.1558  1.1611  -5.8096  0.38
H  -3.4943  -1.8405  7.8143  0.34
H  -0.9941  -1.5514  -5.0260  -0.12
H  3.4277  5.7031  0.6741  0.20
H  0.6293  4.5997  -2.4256  -0.13
H  6.1606  7.1020  -1.5630  0.35
H  -0.5334  -3.4272  1.2340  -0.47
H  -1.9301  1.5739  -6.3604  0.35
H  -0.7479  -0.0975  5.5043  0.24
H  -2.5888  2.8824  5.5245  0.34
H  3.8221  2.9276  1.3869  0.39
H  0.0515  0.2886  -7.2207  0.39
H  1.2965  0.6894  -5.2372  0.10
H  3.4797  1.0216  -7.0517  0.27
H  -2.2550  -6.0549  -0.9527  0.32
H  -2.2910  0.4023  -5.5241  0.30
H  -3.8680  -0.0534  -1.1356  0.40
H  -1.5167  1.5063  -1.0847  0.22
H  -0.0616  -1.1901  9.1781  0.33
H  -0.8924  -3.3226  -3.2845  0.31
H  0.1263  -3.7450  -7.6912  0.33
H  1.9457  -6.3776  1.2964  0.42
H  -0.1653  -4.9324  5.7665  0.54
H  0.5604  -3.4256  7.5840  0.36
H  -1.6283  -1.9676  9.2405  0.52
H  -3.0285  -1.3874  -1.9411  0.00
H  -1.8828  -5.4640  5.4505  0.37
H  0.3497  -7.0794  -2.3419  0.37
H  2.5930  7.7775  -1.7115  0.41
H  1.0208  1.7809  -2.0771  -0.10
H  -3.2619  -0.1912  7.4298  0.51
H  -1.1410  3.1703  -0.7695  0.33
H  -1.1501  0.9157  6.8815  0.45
H  2.4769  -3.9786  -0.7184  0.33
H  4.0330  0.3248  -4.7522  0.25
H  1.5056  3.7756  0.2037  -0.02
H  2.2967  -0.5523  0.8966  0.32
H  -1.6952  -4.2137  0.3075  0.19
H  4.0386  1.3539  2.1557  0.53
H  4.1940  7.8636  -0.1290  0.38
H  -3.0745  -0.9345  4.9938  0.26
H  4.3786  5.0054  -0.3673  0.33
H  -1.7251  -3.7530  -1.8364  0.39
H  2.0377  -5.7143  -3.0318  0.48
H  0.3443  0.0724  6.9471  0.39
H  4.7621  2.6008  -3.4665  0.39
H  -1.1452  -7.0795  0.9832  0.45
H  1.9667  6.9755  -0.3417  0.45
H  2.0644  2.7465  -1.1973  -0.04
H  -1.3947  -1.9025  3.9567  0.20
H  -4.7856  -1.2418  -2.0332  0.39

Values from the calculation:
* SMILES: CC1(C)CCCC(C)(C)N1O.CC1(C)CCCC(C)(C)N1O.CC1(C)CCCC(C)(C)N1O.COC[C@H](C)N.COC[C@H](C)N.CCO.CCO.CCO.CCO
* spin multiplicity: 1
* energy relative to the best compared isomer or geometry (same formula, charge and spin): 104.4 kcal/mol

| no. | HOMO energy (Eh) | largest force on an atom (eV/Å) | orbital gap (eV) |
| --- | --- | --- | --- |
| 1 | -0.3154 | 1.62 | 8.5 |
| 2 | -0.2905 | 4.51 | 8.3 |